# 1
{
  "formula": "C43H34F3NP2PdSSi",
  "method": "the ωB97M-V functional and the def2-TZVPD basis",
  "species": ["Pd", "C", "Si", "C", "C", "C", "C", "C", "C", "P", "C", "C", "C", "C", "C", "C", "C", "C", "C", "C", "C", "C", "C", "C", "C", "C", "C", "C", "P", "C", "C", "C", "C", "C", "C", "C", "C", "C", "C", "C", "C", "H", "H", "H", "H", "H", "H", "H", "H", "H", "H", "H", "H", "H", "H", "H", "H", "H", "H", "H", "H", "H", "H", "H", "H", "H", "H", "H", "H", "H", "H", "H", "F", "C", "F", "F", "C", "C", "C", "C", "N", "C", "S", "H", "H", "H"],
  "coordinates": [[1.296, -0.384, 0.173], [1.990, -1.367, 3.828], [1.036, -0.444, 2.444], [0.777, 1.308, 3.203], [1.397, 1.731, 4.382], [1.294, 3.037, 4.846], [0.554, 3.964, 4.131], [-0.073, 3.574, 2.952], [0.040, 2.270, 2.477], [-0.796, 1.707, 0.919], [-1.956, 3.147, 0.692], [-3.197, 3.047, 1.322], [-4.147, 4.052, 1.212], [-3.880, 5.178, 0.442], [-2.657, 5.285, -0.206], [-1.705, 4.281, -0.080], [0.426, 2.086, -0.396], [-0.012, 1.977, -1.722], [0.836, 2.289, -2.773], [2.146, 2.678, -2.517], [2.601, 2.757, -1.211], [1.746, 2.472, -0.150], [-0.745, -1.181, 2.705], [-1.404, -1.149, 3.936], [-2.691, -1.645, 4.096], [-3.350, -2.199, 3.006], [-2.716, -2.248, 1.772], [-1.426, -1.740, 1.612], [-0.528, -1.754, -0.011], [-1.959, -1.935, -1.171], [-1.969, -2.835, -2.241], [-2.934, -2.761, -3.238], [-3.920, -1.785, -3.197], [-3.920, -0.875, -2.143], [-2.953, -0.944, -1.156], [0.096, -3.499, -0.034], [-0.677, -4.607, 0.308], [-0.153, -5.890, 0.247], [1.162, -6.086, -0.160], [1.945, -4.990, -0.498], [1.416, -3.708, -0.431], [1.515, -1.301, 4.816], [3.014, -0.992, 3.907], [2.052, -2.424, 3.555], [1.979, 1.017, 4.955], [1.793, 3.327, 5.765], [0.467, 4.988, 4.476], [-0.645, 4.310, 2.401], [-3.415, 2.159, 1.908], [-5.100, 3.952, 1.718], [-4.622, 5.962, 0.344], [-2.439, 6.156, -0.813], [-0.753, 4.377, -0.588], [-1.025, 1.642, -1.921], [0.487, 2.189, -3.794], [2.825, 2.877, -3.338], [3.637, 2.995, -1.011], [2.103, 2.537, 0.870], [-0.900, -0.703, 4.790], [-3.181, -1.593, 5.063], [-4.357, -2.588, 3.110], [-3.245, -2.667, 0.924], [-1.208, -3.605, -2.299], [-2.912, -3.476, -4.054], [-4.671, -1.727, -3.976], [-4.675, -0.098, -2.096], [-2.950, -0.209, -0.355], [-1.701, -4.461, 0.632], [-0.769, -6.739, 0.521], [1.574, -7.087, -0.206], [2.974, -5.126, -0.808], [2.031, -2.845, -0.670], [6.525, -0.472, -3.749], [5.514, 0.344, -4.103], [5.833, 1.579, -3.673], [5.597, 0.422, -5.471], [4.155, -0.119, -3.669], [3.240, -0.438, -4.651], [1.959, -0.835, -4.301], [1.660, -0.848, -2.948], [2.516, -0.557, -1.977], [3.812, -0.226, -2.278], [4.930, 0.042, -1.030], [3.527, -0.368, -5.692], [1.209, -1.091, -5.037], [0.657, -1.096, -2.614]],
  "lowdin_charge": [0.21, -0.27, 0.48, -0.30, -0.11, -0.12, -0.12, -0.10, -0.37, 1.07, -0.38, -0.11, -0.11, -0.12, -0.10, -0.09, -0.45, -0.14, -0.11, -0.11, -0.11, -0.11, -0.31, -0.11, -0.12, -0.12, -0.12, -0.37, 0.92, -0.36, -0.10, -0.12, -0.13, -0.11, -0.13, -0.34, -0.10, -0.11, -0.12, -0.09, -0.10, 0.00, 0.01, 0.01, 0.08, 0.09, 0.08, 0.09, 0.10, 0.09, 0.09, 0.09, 0.10, 0.10, 0.09, 0.10, 0.09, 0.10, 0.09, 0.08, 0.08, 0.09, 0.10, 0.09, 0.08, 0.09, 0.08, 0.09, 0.09, 0.09, 0.10, 0.07, 0.10, -0.60, 0.10, 0.06, -0.17, -0.05, -0.09, -0.19, -0.01, -0.79, 0.49, 0.10, 0.08, 0.07],
  "multiplicity": 1,
  "homo_lumo_gap_ev": 4.2,
  "homo_energy_ev": 0.1,
  "charge": -2
}

# 2
{
  "formula": "C43H34F6GaIN2O2P2S",
  "method": "the ωB97M-V functional and the def2-TZVPD basis",
  "species": ["Ga", "O", "S", "C", "C", "C", "C", "C", "C", "P", "C", "C", "C", "C", "C", "C", "C", "C", "C", "C", "C", "C", "C", "C", "C", "C", "C", "C", "P", "C", "C", "C", "C", "C", "C", "C", "C", "C", "C", "C", "C", "H", "H", "H", "H", "H", "H", "H", "H", "H", "H", "H", "H", "H", "H", "H", "H", "H", "H", "H", "H", "H", "H", "H", "H", "H", "H", "H", "H", "I", "C", "C", "N", "N", "C", "H", "H", "H", "C", "C", "O", "C", "F", "F", "F", "C", "F", "F", "F", "H", "H", "H"],
  "coordinates": [[0.174, -1.119, -2.086], [-2.018, 3.362, -1.393], [-1.938, 1.903, -1.102], [-3.593, 1.249, -1.030], [-4.649, 2.123, -1.218], [-5.936, 1.606, -1.304], [-6.139, 0.234, -1.222], [-5.064, -0.626, -1.034], [-3.771, -0.127, -0.919], [-2.300, -1.164, -0.611], [-2.246, -1.348, 1.202], [-0.985, -1.464, 1.791], [-0.862, -1.592, 3.167], [-1.995, -1.602, 3.967], [-3.255, -1.493, 3.387], [-3.380, -1.370, 2.012], [-2.780, -2.799, -1.236], [-3.071, -3.886, -0.419], [-3.384, -5.115, -0.984], [-3.412, -5.265, -2.363], [-3.121, -4.183, -3.185], [-2.805, -2.957, -2.624], [-1.529, 1.821, 0.651], [-2.463, 1.563, 1.641], [-2.079, 1.585, 2.972], [-0.771, 1.898, 3.320], [0.155, 2.197, 2.334], [-0.206, 2.144, 0.986], [0.870, 2.634, -0.394], [1.608, 4.210, 0.125], [1.149, 5.322, -0.582], [1.572, 6.597, -0.219], [2.453, 6.763, 0.837], [2.906, 5.657, 1.557], [2.476, 4.387, 1.210], [2.236, 1.390, -0.322], [3.867, 2.199, -2.075], [4.959, 1.114, -2.112], [4.703, 0.016, -0.200], [3.738, 0.053, 0.949], [2.474, 0.490, 0.787], [-4.449, 3.182, -1.325], [-6.774, 2.272, -1.456], [-7.138, -0.171, -1.312], [-5.229, -1.696, -0.988], [-0.097, -1.486, 1.158], [0.119, -1.699, 3.614], [-1.901, -1.708, 5.040], [-4.141, -1.512, 4.008], [-4.366, -1.282, 1.574], [-3.046, -3.782, 0.659], [-3.612, -5.958, -0.344], [-3.663, -6.222, -2.799], [-3.144, -4.296, -4.261], [-2.587, -2.113, -3.273], [-3.487, 1.333, 1.373], [-2.807, 1.367, 3.741], [-0.480, 1.930, 4.361], [1.156, 2.492, 2.624], [0.449, 5.188, -1.399], [1.208, 7.457, -0.764], [2.781, 7.755, 1.116], [3.569, 5.796, 2.400], [2.798, 3.534, 1.800], [3.462, 2.663, -2.969], [5.589, 0.971, -2.981], [5.353, -0.854, -0.137], [4.039, -0.374, 1.898], [1.732, 0.407, 1.568], [7.696, 1.108, -0.486], [5.600, 1.252, -0.689], [5.211, 2.623, -0.275], [4.379, 3.166, -1.085], [2.990, 1.203, -1.392], [3.970, 0.096, -1.521], [5.572, 3.156, 0.598], [3.970, 4.088, -0.929], [3.580, -0.783, -2.025], [0.276, -4.766, -0.262], [1.195, -3.624, -0.698], [0.507, -2.439, -0.788], [1.811, -3.960, -2.076], [2.522, -5.086, -2.080], [0.836, -4.070, -2.996], [2.629, -2.958, -2.523], [2.295, -3.447, 0.367], [1.742, -3.008, 1.516], [2.969, -4.573, 0.620], [3.215, -2.500, 0.001], [-0.545, -4.835, -0.974], [-0.137, -4.526, 0.716], [0.794, -5.722, -0.211]],
  "lowdin_charge": [0.65, -0.50, 0.86, -0.42, -0.05, -0.04, -0.04, -0.06, -0.36, 1.02, -0.37, -0.10, -0.07, -0.07, -0.07, -0.09, -0.39, -0.09, -0.07, -0.06, -0.06, -0.11, -0.36, -0.05, -0.03, -0.04, -0.09, -0.36, 1.15, -0.39, -0.08, -0.04, -0.04, -0.06, -0.13, -0.28, -0.07, -0.08, -0.18, 0.05, -0.01, 0.12, 0.12, 0.12, 0.12, 0.07, 0.11, 0.11, 0.12, 0.11, 0.11, 0.11, 0.11, 0.11, 0.10, 0.12, 0.12, 0.12, 0.09, 0.11, 0.12, 0.12, 0.12, 0.09, 0.18, 0.16, 0.15, 0.14, 0.11, 1.10, -0.73, -0.03, 0.20, 0.02, -0.12, 0.16, 0.17, 0.15, 0.05, -0.44, -0.36, -0.55, 0.19, 0.14, 0.08, -0.51, 0.15, 0.18, 0.11, 0.09, 0.10, 0.11],
  "de_lowest_kcal_mol": 148.25,
  "multiplicity": 1,
  "homo_lumo_gap_ev": 4.5,
  "homo_energy_ev": -12.3,
  "charge": 2
}

# 3
{
  "formula": "C43H36AsO6P2PtSSi",
  "method": "the ωB97M-V functional and the def2-TZVPD basis",
  "species": ["Pt", "C", "Si", "C", "C", "C", "C", "C", "C", "P", "C", "C", "C", "C", "C", "C", "C", "C", "C", "C", "C", "C", "C", "C", "C", "C", "C", "C", "P", "C", "C", "C", "C", "C", "C", "C", "C", "C", "C", "C", "C", "H", "H", "H", "H", "H", "H", "H", "H", "H", "H", "H", "H", "H", "H", "H", "H", "H", "H", "H", "H", "H", "H", "H", "H", "H", "H", "H", "H", "H", "H", "H", "O", "As", "O", "O", "C", "C", "C", "C", "C", "C", "S", "O", "O", "O", "H", "H", "H", "H", "H"],
  "coordinates": [[-0.388, 0.165, 0.162], [-0.540, 1.594, 3.436], [0.022, 0.118, 2.406], [1.884, 0.190, 2.743], [2.476, 0.175, 4.009], [3.826, 0.437, 4.167], [4.610, 0.746, 3.060], [4.044, 0.765, 1.797], [2.689, 0.478, 1.641], [1.893, 0.287, 0.006], [2.659, 1.534, -1.072], [1.891, 2.651, -1.394], [2.412, 3.643, -2.214], [3.704, 3.531, -2.703], [4.477, 2.421, -2.382], [3.956, 1.422, -1.576], [2.611, -1.306, -0.508], [2.929, -1.546, -1.839], [3.420, -2.783, -2.228], [3.573, -3.796, -1.295], [3.237, -3.569, 0.032], [2.760, -2.329, 0.425], [-0.782, -1.502, 3.000], [-0.306, -2.333, 4.006], [-0.830, -3.610, 4.190], [-1.834, -4.069, 3.355], [-2.347, -3.243, 2.359], [-1.843, -1.962, 2.197], [-2.364, -0.728, 0.945], [-3.318, 0.491, 1.925], [-3.912, 0.198, 3.146], [-4.645, 1.170, 3.814], [-4.793, 2.433, 3.258], [-4.207, 2.725, 2.032], [-3.465, 1.760, 1.369], [-3.739, -1.342, -0.063], [-4.828, -2.046, 0.456], [-5.911, -2.334, -0.356], [-5.923, -1.906, -1.681], [-4.856, -1.183, -2.186], [-3.765, -0.897, -1.376], [-0.189, 1.464, 4.465], [-1.612, 1.771, 3.458], [-0.050, 2.486, 3.035], [1.871, -0.026, 4.888], [4.270, 0.420, 5.155], [5.662, 0.970, 3.185], [4.654, 1.004, 0.935], [0.865, 2.712, -1.057], [1.782, 4.476, -2.498], [4.105, 4.298, -3.354], [5.480, 2.322, -2.778], [4.551, 0.543, -1.360], [2.780, -0.773, -2.581], [3.655, -2.959, -3.270], [3.941, -4.767, -1.603], [3.338, -4.361, 0.764], [2.494, -2.165, 1.462], [0.516, -2.005, 4.633], [-0.431, -4.255, 4.964], [-2.214, -5.077, 3.462], [-3.108, -3.626, 1.693], [-3.785, -0.784, 3.589], [-5.097, 0.941, 4.771], [-5.361, 3.192, 3.782], [-4.315, 3.711, 1.598], [-2.980, 1.989, 0.425], [-4.855, -2.342, 1.496], [-6.751, -2.886, 0.047], [-6.768, -2.142, -2.316], [-4.840, -0.853, -3.216], [-2.932, -0.345, -1.785], [-2.701, 1.311, -3.758], [-1.028, 1.616, -3.257], [-0.764, 3.170, -3.728], [-0.895, 1.389, -1.605], [0.243, 0.501, -4.226], [1.195, 1.262, -4.904], [2.235, 0.649, -5.587], [2.319, -0.736, -5.616], [1.370, -1.497, -4.949], [0.343, -0.886, -4.242], [-0.831, -1.933, -3.382], [-2.115, -1.383, -3.776], [-0.560, -3.277, -3.852], [-0.523, -1.732, -1.962], [-2.940, 2.175, -4.121], [1.096, 2.341, -4.876], [2.971, 1.254, -6.103], [3.117, -1.223, -6.164], [1.391, -2.578, -4.976]],
  "lowdin_charge": [0.68, -0.17, 0.44, -0.29, -0.10, -0.09, -0.08, -0.07, -0.36, 0.94, -0.33, -0.09, -0.07, -0.09, -0.09, -0.11, -0.32, -0.09, -0.07, -0.08, -0.08, -0.07, -0.28, -0.09, -0.09, -0.09, -0.08, -0.36, 0.94, -0.36, -0.09, -0.09, -0.10, -0.08, -0.09, -0.32, -0.10, -0.09, -0.08, -0.05, -0.09, 0.03, 0.01, 0.04, 0.10, 0.10, 0.10, 0.10, 0.08, 0.11, 0.10, 0.10, 0.10, 0.10, 0.10, 0.10, 0.10, 0.10, 0.09, 0.10, 0.10, 0.09, 0.11, 0.10, 0.10, 0.10, 0.10, 0.09, 0.10, 0.10, 0.11, 0.05, -0.26, 0.87, -0.50, -0.63, -0.22, -0.10, -0.09, -0.09, -0.09, -0.26, 0.42, -0.34, -0.34, -0.40, 0.03, 0.09, 0.10, 0.10, 0.10],
  "de_lowest_kcal_mol": 4.86,
  "multiplicity": 1,
  "homo_lumo_gap_ev": 8.1,
  "homo_energy_ev": -5.8,
  "charge": -1
}

# 4
{
  "formula": "C43H36BaN7O3S",
  "method": "the ωB97M-V functional and the def2-TZVPD basis",
  "species": ["Ba", "C", "O", "C", "N", "C", "C", "C", "C", "C", "C", "C", "C", "C", "C", "C", "C", "N", "C", "N", "C", "C", "O", "C", "C", "C", "C", "C", "C", "H", "H", "H", "H", "H", "H", "H", "H", "H", "H", "H", "H", "H", "H", "H", "H", "H", "H", "H", "N", "C", "S", "N", "N", "C", "C", "C", "C", "C", "C", "C", "O", "H", "H", "H", "H", "H", "H", "H", "N", "C", "C", "C", "C", "C", "C", "C", "C", "C", "C", "C", "C", "H", "H", "H", "H", "H", "H", "H", "H", "H", "H"],
  "coordinates": [[0.009, 0.172, 0.610], [-2.870, 2.269, -4.220], [-3.316, 2.744, -2.933], [-2.312, 2.440, -2.069], [-1.287, 1.841, -2.500], [-1.480, 1.643, -3.946], [-1.377, 0.191, -4.347], [-0.721, -0.157, -5.522], [-0.641, -1.485, -5.917], [-1.220, -2.472, -5.138], [-1.873, -2.131, -3.960], [-1.946, -0.806, -3.562], [-2.492, 2.915, -0.679], [-3.739, 3.222, -0.152], [-3.806, 3.597, 1.185], [-2.639, 3.706, 1.923], [-1.441, 3.421, 1.281], [-1.373, 3.010, 0.024], [-0.109, 3.604, 1.916], [0.972, 3.112, 1.484], [2.067, 3.716, 2.268], [1.332, 4.666, 3.241], [-0.071, 4.462, 2.963], [2.959, 2.693, 2.921], [2.484, 1.886, 3.948], [3.302, 0.922, 4.514], [4.610, 0.773, 4.076], [5.097, 1.586, 3.063], [4.271, 2.540, 2.488], [-2.829, 3.127, -4.890], [-3.593, 1.543, -4.592], [-0.698, 2.196, -4.473], [-0.255, 0.615, -6.124], [-0.114, -1.747, -6.826], [-1.147, -3.511, -5.434], [-2.302, -2.897, -3.329], [-2.398, -0.560, -2.611], [-4.623, 3.148, -0.768], [-4.764, 3.796, 1.646], [-2.642, 3.979, 2.967], [2.685, 4.289, 1.573], [1.551, 5.715, 3.041], [1.518, 4.442, 4.290], [1.453, 1.963, 4.270], [2.898, 0.265, 5.272], [5.243, 0.009, 4.510], [6.111, 1.463, 2.705], [4.640, 3.158, 1.677], [-2.169, -1.500, 5.066], [-2.101, -0.647, 3.960], [-0.526, 0.026, 3.645], [-3.212, -0.481, 3.329], [-3.217, 0.467, 2.314], [-3.489, 0.012, 1.156], [-3.613, -1.411, 0.759], [-4.682, -2.219, 1.114], [-4.719, -3.554, 0.735], [-3.649, -4.082, 0.018], [-2.571, -3.291, -0.339], [-2.538, -1.930, 0.008], [-1.532, -1.145, -0.314], [-1.297, -1.976, 5.235], [-2.965, -2.120, 5.013], [-3.543, 0.760, 0.366], [-5.478, -1.799, 1.718], [-5.554, -4.181, 1.019], [-3.649, -5.132, -0.253], [-1.719, -3.707, -0.863], [1.142, -1.022, -2.045], [2.525, -0.943, -2.108], [3.103, -0.153, -3.105], [4.476, 0.002, -3.195], [5.301, -0.638, -2.284], [4.726, -1.431, -1.300], [3.351, -1.610, -1.182], [2.800, -2.499, -0.116], [3.387, -3.761, 0.019], [2.964, -4.626, 1.016], [1.954, -4.213, 1.875], [1.379, -2.957, 1.713], [1.757, -2.038, 0.715], [0.640, -0.801, -2.891], [0.733, -1.761, -1.490], [2.451, 0.345, -3.815], [4.894, 0.625, -3.976], [6.375, -0.518, -2.331], [5.358, -1.931, -0.576], [4.169, -4.074, -0.667], [3.410, -5.609, 1.115], [1.611, -4.873, 2.666], [0.595, -2.678, 2.416]],
  "lowdin_charge": [1.62, -0.07, 0.00, -0.32, 0.19, -0.24, -0.21, -0.05, -0.09, -0.09, -0.06, -0.03, -0.21, 0.00, -0.03, 0.02, -0.21, 0.15, -0.35, 0.13, -0.24, -0.07, 0.01, -0.19, -0.06, -0.07, -0.09, -0.09, -0.04, 0.12, 0.13, 0.14, 0.11, 0.10, 0.10, 0.10, 0.11, 0.12, 0.11, 0.13, 0.14, 0.12, 0.12, 0.07, 0.11, 0.10, 0.10, 0.11, 0.01, -0.93, 0.39, -0.03, 0.01, -0.15, -0.16, -0.06, -0.13, -0.12, -0.03, -0.40, -0.55, 0.04, 0.07, 0.09, 0.11, 0.08, 0.09, 0.11, 0.08, -0.27, -0.05, -0.12, -0.12, -0.05, -0.14, -0.26, -0.08, -0.13, -0.13, -0.18, -0.23, 0.06, 0.05, 0.10, 0.09, 0.09, 0.11, 0.10, 0.08, 0.08, 0.05],
  "de_lowest_kcal_mol": 19.42,
  "multiplicity": 1,
  "homo_lumo_gap_ev": 6.3,
  "homo_energy_ev": -4.2,
  "charge": -1
}

Number 4 is which compound?
C43H36BaN7O3S